1.
The following is a DFT calculation (ωB97M-V/def2-TZVPD) of a 2-piece molecular cluster, C2H5Cl overall at a distorted geometry.

Each line ends with the Mulliken charge.
Cartesian coordinates (Å):
C 1.17 0.64 0.03  -0.441
C 1.16 -0.67 0.21  -0.458
H 1.06 1.25 -0.92  0.201
H 1.39 1.18 0.86  0.247
H 1.01 -1.54 -0.49  0.222
H 1.11 -0.97 1.19  0.232
Cl -3.09 0.05 0.02  -0.207
H -3.82 0.05 -0.89  0.205

Values from the calculation:
**ΔE to the lowest compared entry with this formula, charge and spin**: 1.567 eV
**Charge**: 0
**LUMO energy**: 1.1040 eV
**Highest occupied orbital energy**: -0.371 hartree
**Gap between HOMO and LUMO**: 0.4119 Eh


2.
The following is a DFT calculation (ωB97M-V/def2-TZVPD) of C2H5Cl2Hg2O as an isolated structure at a distorted geometry.

Each line ends with the Löwdin spin population.
Cartesian coordinates (Å):
Hg -0.85 -1.98 -3.59  0.653
Hg -2.53 -3.87 -0.59  0.630
C -0.59 -0.96 -0.35  -0.037
O -1.11 -2.01 -1.12  -0.178
H 0.47 -1.13 -0.19  0.003
H -0.68 -0.06 -0.96  -0.031
H -1.10 -0.79 0.59  -0.030
C 1.32 2.10 1.08  -0.001
Cl 0.12 1.69 2.40  -0.008
Cl 2.06 3.73 1.51  -0.002
H 2.02 1.27 1.13  0.000
H 0.87 2.02 0.09  -0.001

Values from the calculation:
**Charge**: +2
**LUMO energy (spin up / spin down)**: -12.5435 / -13.2020 eV
**Highest occupied orbital energy (spin up / spin down)**: -0.566 / -0.567 hartree
**Multiplicity**: 2
**Gap between HOMO and LUMO (spin up / spin down)**: 0.1055 / 0.0819 Eh


3.
The following is a DFT calculation (ωB97M-V/def2-TZVPD) of C2H5Cl2N2 as an isolated structure at a distorted geometry.

Each line ends with the Mulliken charge.
Cartesian coordinates (Å):
C 0.75 -0.35 0.45  0.198
C -1.45 -0.21 -0.65  -0.174
N 1.96 0.08 0.72  -0.254
N -0.09 0.07 -0.55  -0.192
Cl -2.01 -1.51 0.22  -0.071
Cl -2.58 1.72 0.01  -0.223
H 0.31 -1.19 0.94  0.328
H -1.91 -0.06 -1.55  0.535
H 2.61 -0.10 1.50  0.273
H 2.36 0.71 0.07  0.247
H 0.05 0.85 -1.17  0.332

Values from the calculation:
**ΔE to the lowest compared entry with this formula, charge and spin**: 1.564 eV
**Charge**: +1
**LUMO energy**: -5.8859 eV
**Highest occupied orbital energy**: -0.524 hartree
**Gap between HOMO and LUMO**: 0.3080 Eh


| no. | total energy (eV) |
| --- | --- |
| 1 | -14675.9791 |
| 2 | -37572.9611 |
| 3 | -30171.6329 |